ORCA calculation (ωB97M-V/def2-TZVPD) on a structure of composition C36H54N4O2PtSi4Te at a distorted geometry.

Last column: Löwdin charge in e.
CARTESIAN COORDINATES (ANGSTROEM)
Pt1 -0.9316 0.3060 -0.2340  0.694
C1 7.5193 11.0472 0.0059  -0.086
O1 7.8630 9.6828 0.0084  -0.078
C2 6.8659 8.7557 -0.0364  -0.266
C3 7.2694 7.4185 -0.0800  0.004
C4 6.3391 6.4062 -0.1139  -0.023
C5 4.9696 6.6887 -0.1056  -0.161
C6 4.5743 8.0255 -0.0780  -0.009
C7 5.5039 9.0451 -0.0456  -0.008
C8 3.9764 5.6412 -0.1247  -0.256
N1 2.6718 5.8245 -0.1449  0.190
C9 2.1161 4.5869 -0.1904  -0.166
C10 3.1168 3.6136 -0.1930  -0.129
N2 4.2904 4.3047 -0.1445  0.184
C11 2.8687 2.2182 -0.2456  -0.075
C12 3.8401 1.2362 -0.2927  0.012
C13 3.4323 -0.1013 -0.3539  -0.016
C14 2.0839 -0.3903 -0.3334  -0.149
N3 1.1183 0.5183 -0.2977  -0.081
C15 1.4842 1.8525 -0.2722  -0.122
C16 0.4665 2.8130 -0.2958  -0.124
N4 -0.8358 2.3614 -0.3837  -0.042
C17 -1.8199 3.2543 -0.4427  -0.099
C18 -1.6166 4.6181 -0.4105  -0.017
C19 -0.3113 5.1148 -0.3091  0.020
C20 0.7364 4.2186 -0.2576  -0.072
H1 8.4674 11.5841 0.0000  0.095
H2 6.9502 11.3241 0.8998  0.097
H3 6.9450 11.3203 -0.8859  0.097
H4 8.3245 7.1965 -0.0895  0.120
H5 6.6912 5.3843 -0.1316  0.104
H6 3.5172 8.2428 -0.0662  0.114
H7 5.1589 10.0666 -0.0287  0.105
H8 5.2109 3.9040 -0.1638  0.147
H9 4.8902 1.4920 -0.2939  0.113
H10 4.1570 -0.8973 -0.4110  0.112
H11 1.7647 -1.4268 -0.3426  0.038
H12 -2.8177 2.8452 -0.5269  0.094
H13 -2.4617 5.2844 -0.4722  0.109
H14 -0.1022 6.1726 -0.2912  0.119
C21 -6.1410 0.5729 -1.7021  -0.055
C22 -5.5659 0.5231 -0.2811  -0.638
C23 -5.9752 1.7893 0.4863  -0.061
C24 -6.0957 -0.7158 0.4553  -0.053
C25 -4.1048 0.4458 -0.3302  -0.165
C26 -2.9010 0.3513 -0.3263  -0.314
H15 -7.2289 0.6076 -1.6597  0.080
H16 -5.8412 -0.3043 -2.2723  0.081
H17 -5.7838 1.4549 -2.2298  0.080
H18 -7.0583 1.8422 0.5940  0.080
H19 -5.6380 2.6799 -0.0402  0.074
H20 -5.5305 1.7895 1.4804  0.080
H21 -7.1810 -0.6676 0.5343  0.080
H22 -5.6754 -0.7694 1.4584  0.084
H23 -5.8228 -1.6262 -0.0753  0.080
C27 -1.5911 -4.6020 3.3713  -0.231
Si1 -2.2469 -5.2387 1.6865  0.362
C28 -4.0718 -4.6696 1.5507  -0.217
C29 -2.2014 -7.1469 1.7859  -0.219
Si2 -1.0171 -4.3567 -0.1930  0.095
Te1 -0.9131 -1.9966 0.7859  0.580
Si3 1.2779 -5.0810 -0.1276  0.372
C30 2.0868 -4.5680 1.5305  -0.224
C31 2.3610 -4.3725 -1.5420  -0.208
C32 1.3293 -6.9842 -0.2772  -0.221
Si4 -2.0438 -4.9100 -2.2851  0.400
C33 -1.0118 -4.4937 -3.8446  -0.216
C34 -2.1893 -6.8185 -2.2496  -0.220
C35 -3.8091 -4.2120 -2.5201  -0.210
H24 -2.2190 -4.9120 4.2030  0.024
H25 -1.5499 -3.5170 3.3767  -0.025
H26 -0.5875 -4.9666 3.5655  0.009
H27 -4.6314 -4.8461 2.4657  0.023
H28 -4.5889 -5.1876 0.7494  0.009
H29 -4.1194 -3.6051 1.3394  0.004
H30 -2.8098 -7.5153 2.6066  0.023
H31 -1.1904 -7.5061 1.9448  0.006
H32 -2.5718 -7.6025 0.8747  0.003
H33 1.9389 -3.5069 1.7121  -0.011
H34 3.1566 -4.7598 1.5521  0.020
H35 1.6401 -5.1032 2.3623  0.011
H36 2.3178 -3.2885 -1.5732  -0.003
H37 2.0271 -4.7374 -2.5083  0.008
H38 3.4070 -4.6510 -1.4321  0.024
H39 0.7096 -7.4538 0.4787  0.005
H40 2.3370 -7.3744 -0.1671  0.022
H41 0.9611 -7.3037 -1.2466  0.007
H42 -0.0798 -5.0514 -3.8490  0.007
H43 -0.7659 -3.4384 -3.8973  0.020
H44 -1.5449 -4.7492 -4.7573  0.023
H45 -1.2173 -7.2829 -2.1177  0.005
H46 -2.6137 -7.2069 -3.1713  0.025
H47 -2.8224 -7.1501 -1.4331  0.006
H48 -3.8212 -3.1292 -2.4455  0.017
H49 -4.4791 -4.6011 -1.7596  0.008
H50 -4.2259 -4.4799 -3.4879  0.024
C36 -0.8177 0.8598 3.7803  -0.155
O2 -1.2888 0.4482 2.5175  -0.304
H51 -1.2223 0.2191 4.5730  0.080
H52 -1.0744 1.9019 3.9886  0.076
H53 0.2677 0.7577 3.7567  0.080
H54 -2.2240 0.6647 2.4153  0.061

Cartesian forces, eV/Å:
Pt -1.0 0.3 -1.2
C -0.1 0.4 0.0
O -0.2 -0.7 0.0
C 0.1 -0.1 0.0
C 0.1 0.2 0.0
C -0.2 0.1 0.1
C 0.5 0.6 0.0
C 0.0 -0.5 0.0
C 0.2 0.3 0.0
C -0.6 -0.5 -0.1
N 0.3 0.5 0.0
C 0.7 -0.8 0.0
C -0.8 0.4 0.0
N 0.1 0.2 -0.1
C -1.4 0.4 0.0
C -0.1 -1.6 -0.1
C 0.9 1.6 0.1
C -0.7 -0.6 -0.1
N 0.9 1.3 0.3
C 1.9 -2.0 0.0
C -2.1 1.8 -0.1
N 1.2 0.9 -0.2
C -0.1 -0.8 0.0
C 1.4 0.9 0.1
C -1.5 -0.1 -0.2
C 0.6 -1.4 0.0
H -0.1 0.0 0.0
H 0.0 0.0 0.0
H 0.0 0.0 0.0
H 0.1 0.0 0.0
H 0.1 0.0 0.0
H -0.1 0.1 0.0
H 0.0 0.1 0.0
H 0.0 0.1 0.0
H 0.1 0.0 0.0
H 0.0 -0.1 0.0
H -0.2 0.1 0.1
H 0.0 -0.2 0.0
H -0.1 0.0 0.0
H 0.0 0.1 0.0
C 0.0 0.0 0.1
C -0.1 0.0 0.1
C 0.0 -0.1 0.0
C 0.0 0.1 0.0
C -0.2 0.1 0.0
C 0.8 -0.3 0.2
H -0.1 0.0 0.0
H 0.0 -0.1 0.0
H 0.0 0.1 0.0
H -0.1 0.0 0.0
H 0.0 0.1 -0.1
H 0.0 0.0 0.1
H -0.1 0.0 0.0
H 0.0 0.0 0.1
H 0.0 0.0 0.0
C 0.0 0.0 -0.7
Si -0.4 -0.1 0.4
C 0.6 -0.1 -0.1
C 0.0 0.6 -0.2
Si 0.3 0.3 0.0
Te -0.1 -1.3 0.4
Si 0.1 -0.2 0.1
C -0.3 -0.1 -0.5
C -0.4 -0.1 0.4
C 0.1 0.6 0.0
Si -0.3 -0.4 -0.4
C -0.2 0.0 0.7
C 0.0 0.6 0.0
C 0.6 -0.1 0.2
H -0.2 -0.2 0.0
H 0.0 0.2 0.0
H 0.2 -0.1 0.0
H 0.0 -0.1 0.2
H -0.1 -0.1 -0.2
H 0.1 0.2 -0.1
H -0.2 0.0 0.2
H 0.3 0.0 0.0
H -0.1 -0.1 -0.2
H -0.1 0.2 0.0
H 0.2 -0.1 -0.1
H -0.1 -0.1 0.2
H -0.1 0.2 0.0
H -0.1 -0.1 -0.2
H 0.1 -0.1 0.2
H -0.2 -0.1 0.2
H 0.2 0.0 0.0
H -0.1 0.0 -0.2
H 0.2 -0.1 0.1
H 0.1 0.2 0.0
H -0.2 -0.1 0.0
H 0.2 -0.1 0.0
H -0.1 0.0 -0.2
H -0.1 0.0 0.2
H 0.0 0.2 0.1
H -0.1 -0.1 0.2
H 0.1 -0.1 -0.2
C -0.1 -0.1 0.2
O -0.1 0.4 0.2
H 0.1 0.1 0.1
H 0.1 0.0 0.1
H 0.0 0.0 0.1
H 0.1 -0.1 0.0

Its total charge is 0. As for the highest occupied orbital energy: -6.2 eV.



ORCA calculation (ωB97M-V/def2-TZVPD) on a structure of composition C37H35BiO3P2S at a distorted geometry.

Last column: Löwdin charge in e.
CARTESIAN COORDINATES (ANGSTROEM)
C1 0.8953 -1.1070 -2.2969  -0.099
C2 0.7479 0.2436 -1.9292  -0.375
C3 1.8332 1.1304 -2.0355  -0.068
C4 3.0272 0.6753 -2.5465  -0.052
C5 3.1748 -0.6545 -2.9442  -0.043
C6 2.1027 -1.5390 -2.8064  -0.053
P1 -0.8012 0.8879 -1.4129  0.877
C7 -0.8401 2.6247 -1.6524  -0.390
C8 -0.6369 3.5747 -0.6278  -0.085
C9 -0.5764 4.9174 -0.9701  -0.048
C10 -0.7215 5.3237 -2.2983  -0.027
C11 -0.9345 4.3649 -3.2979  -0.041
C12 -0.9945 3.0245 -2.9846  -0.068
Bi1 -1.5208 0.5544 1.0245  1.585
P2 0.5345 -0.9306 1.3809  0.897
C13 2.1129 -0.2952 1.0231  -0.397
C14 3.1094 -1.1428 0.5268  -0.075
C15 4.3901 -0.6566 0.3729  -0.052
C16 4.7012 0.6686 0.6964  -0.032
C17 3.6944 1.5157 1.1678  -0.052
C18 2.4015 1.0557 1.3239  -0.092
C19 0.2535 -0.9188 3.1520  -0.395
C20 -1.0273 -1.2118 3.6725  -0.130
C21 -1.2117 -1.2416 5.0480  -0.048
C22 -0.1404 -1.0063 5.9097  -0.034
C23 1.1278 -0.7249 5.3859  -0.045
C24 1.3298 -0.6759 4.0183  -0.067
C25 0.2091 -2.5662 0.8006  -0.358
C26 -0.8565 -2.9021 -0.0630  -0.100
C27 -1.0414 -4.2273 -0.4217  -0.049
C28 -0.2004 -5.2236 0.0831  -0.025
C29 0.8270 -4.8805 0.9686  -0.039
C30 1.0302 -3.5660 1.3390  -0.081
C31 -2.1184 0.0770 -2.2896  -0.375
C32 -1.8459 -0.2800 -3.6205  -0.096
C33 -2.8491 -0.8123 -4.4058  -0.040
C34 -4.1373 -0.9962 -3.8898  -0.026
C35 -4.4089 -0.6357 -2.5673  -0.046
C36 -3.4166 -0.1004 -1.7582  -0.095
H1 -1.8592 -1.3926 2.9937  0.074
H2 -2.2034 -1.4599 5.4454  0.125
H3 -0.2901 -1.0391 6.9875  0.122
H4 1.9643 -0.5431 6.0578  0.121
H5 2.3124 -0.4491 3.6010  0.111
H6 2.8632 -2.1668 0.2570  0.107
H7 5.1692 -1.3128 -0.0218  0.127
H8 5.7177 1.0399 0.5710  0.124
H9 3.9249 2.5541 1.4111  0.124
H10 1.6004 1.7025 1.6655  0.106
H11 -1.5151 -2.1169 -0.4223  0.073
H12 -1.8590 -4.4893 -1.0952  0.123
H13 -0.3547 -6.2628 -0.2016  0.124
H14 1.4702 -5.6602 1.3804  0.126
H15 1.8091 -3.2962 2.0518  0.124
H16 -0.8417 -0.1418 -4.0191  0.115
H17 -2.6300 -1.0896 -5.4375  0.125
H18 -4.9216 -1.4182 -4.5160  0.124
H19 -5.4123 -0.7702 -2.1599  0.125
H20 -3.6158 0.1860 -0.7254  0.057
H21 -0.5539 3.2401 0.4027  0.063
H22 -0.4216 5.6604 -0.1853  0.123
H23 -0.6792 6.3810 -2.5573  0.123
H24 -1.0612 4.6782 -4.3346  0.124
H25 -1.1663 2.2718 -3.7528  0.109
H26 1.7078 2.1633 -1.7305  0.115
H27 3.8657 1.3647 -2.6310  0.126
H28 4.1248 -1.0057 -3.3465  0.088
H29 2.2108 -2.5819 -3.1083  0.118
H30 0.0605 -1.7896 -2.1963  0.095
H31 5.3770 -2.9402 -4.0664  0.020
H32 4.8965 -3.5038 -4.2083  0.029
C37 -3.6429 3.3056 4.1018  -0.082
S1 -3.1856 2.2076 2.6755  0.533
O1 -3.5791 0.8389 3.0066  -0.404
O2 -3.7496 2.7294 1.4371  -0.343
O3 -1.4544 2.2169 2.4688  -0.597
H33 -4.7426 3.4129 4.0508  0.089
H34 -3.1820 4.2988 4.0170  0.079
H35 -3.3762 2.8345 5.0583  0.078

Cartesian forces, eV/Å:
C -0.1 0.6 0.2
C 0.9 -0.4 -0.5
C -0.6 -0.3 0.1
C 0.7 -0.1 -0.1
C -0.2 0.0 0.1
C 0.5 -0.3 -0.2
P -0.1 0.6 0.4
C 0.1 1.1 -0.4
C -0.2 -0.7 -0.8
C 0.0 0.4 0.2
C 0.0 -0.5 0.0
C 0.0 0.7 -0.3
C 0.0 0.0 0.3
Bi -1.5 -0.7 0.4
P -0.9 0.4 1.0
C 1.3 0.5 -0.3
C -0.5 0.1 0.1
C 0.9 0.3 -0.2
C -0.3 -0.3 0.0
C 0.3 0.4 0.0
C -0.1 -0.9 -0.3
C 0.3 -0.3 0.9
C 0.8 0.3 -0.2
C -0.2 -0.1 0.0
C 0.3 0.1 -0.3
C -0.2 0.0 0.5
C -0.2 -0.1 -0.4
C -0.3 -0.8 -0.4
C 0.8 0.2 0.6
C -0.3 -0.3 -0.2
C 0.1 0.4 0.1
C 0.0 -0.7 -0.1
C -0.2 0.3 -0.1
C -0.5 -0.3 -0.4
C 0.0 0.0 0.3
C -0.4 -0.2 -0.4
C 0.4 0.2 0.2
C -0.3 -0.1 0.0
C 0.8 0.1 -0.3
H 0.0 -0.2 0.3
H 0.3 0.1 -0.1
H 0.0 0.0 -0.3
H -0.2 0.0 -0.1
H -0.2 -0.1 0.3
H 0.2 0.2 0.0
H -0.2 0.2 0.2
H -0.3 -0.1 0.1
H 0.0 -0.3 -0.1
H 0.1 0.1 0.1
H -0.1 -0.2 -0.2
H 0.2 0.0 0.2
H 0.0 0.2 0.1
H -0.2 0.2 -0.1
H -0.1 -0.2 -0.1
H -0.3 -0.1 0.0
H -0.1 0.1 0.3
H 0.2 0.1 0.2
H 0.3 0.0 -0.1
H -0.3 0.0 -0.3
H 0.1 0.3 0.0
H -0.1 -0.2 -0.3
H 0.0 -0.3 0.1
H 0.0 0.0 0.3
H 0.0 0.3 0.0
H 0.1 0.0 -0.1
H -0.2 -0.2 0.0
H -0.3 0.1 0.1
H 0.0 0.3 0.1
H 0.1 0.0 -0.1
H -0.3 -0.3 -0.1
H 0.3 0.3 0.1
C 0.4 -0.2 -0.3
S 0.2 0.4 0.1
O 0.7 1.3 0.1
O 0.9 -0.3 1.1
O -2.7 -0.5 -0.1
H 0.5 -0.3 -0.3
H 0.0 -0.4 -0.2
H 0.1 -0.1 -0.6

Its total charge is +2. As for the highest occupied orbital energy: -14.2 eV.



ORCA calculation (ωB97M-V/def2-TZVPD) on a cluster of 5 separate species, C15H40O15PS in total at a distorted geometry.

Last column: Löwdin charge in e.
CARTESIAN COORDINATES (ANGSTROEM)
C1 0.3667 -2.1926 1.9680  -0.066
C2 -0.1190 -1.1987 0.9202  -0.274
O1 0.0895 0.1756 1.2860  -0.205
P1 1.5973 0.7183 1.3628  0.482
O2 2.3471 0.1995 2.5043  -0.216
C3 2.3498 0.4884 -0.2557  -0.202
C4 3.8780 0.3170 -0.2824  -0.190
C5 4.6639 1.4456 0.3766  -0.248
O3 5.9870 1.0734 0.7228  -0.301
S1 6.2195 0.4332 2.2425  0.401
O4 7.6632 0.4229 2.2977  -0.335
O5 5.5789 1.3840 3.1214  -0.327
O6 5.5719 -0.8805 2.1300  -0.346
O7 1.3681 2.3002 1.4107  -0.219
C6 1.6530 2.9302 2.6799  -0.252
C7 1.4604 4.4386 2.5141  -0.066
H1 1.3401 -2.5945 1.7030  0.077
H2 0.4606 -1.7173 2.9363  0.076
H3 -0.3197 -3.0326 2.0301  0.066
H4 -1.1889 -1.3054 0.7988  0.085
H5 0.3090 -1.4195 -0.0537  0.096
H6 1.8874 -0.3320 -0.7959  0.076
H7 2.1191 1.3895 -0.8271  0.095
H8 4.1441 0.3195 -1.3389  0.106
H9 4.1660 -0.6476 0.1196  0.104
H10 4.7984 2.2349 -0.3649  0.121
H11 4.1581 1.8897 1.2306  0.095
H12 2.6717 2.7142 2.9782  0.106
H13 0.9783 2.5426 3.4342  0.113
H14 1.3636 4.6693 1.4587  0.070
H15 0.5945 4.8057 3.0545  0.062
H16 2.3389 4.9660 2.8750  0.071
C8 -4.8057 -3.8411 -0.3879  -0.248
C9 -3.9713 -2.6555 0.0379  -0.230
O8 -2.6731 -2.7205 -0.5581  -0.075
O9 -4.1719 -5.0639 -0.0225  -0.072
H17 -5.7857 -3.8190 0.0880  0.125
H18 -4.9474 -3.8251 -1.4733  0.093
H19 -3.8099 -2.6732 1.1153  0.128
H20 -4.4535 -1.7127 -0.2338  0.106
H21 -2.7696 -2.5544 -1.5012  0.094
H22 -3.2259 -4.9253 -0.1556  0.075
C10 -6.5365 -5.1969 -3.3611  -0.255
C11 -7.6651 -6.1181 -3.7650  -0.239
O10 -8.5019 -5.4879 -4.7385  -0.073
O11 -7.0425 -3.9735 -2.8467  -0.075
H23 -5.9245 -5.6567 -2.5839  0.116
H24 -5.8986 -4.9890 -4.2318  0.120
H25 -8.3053 -6.3198 -2.9077  0.125
H26 -7.2767 -7.0664 -4.1485  0.119
H27 -8.0082 -5.4295 -5.5628  0.088
H28 -7.8193 -3.7550 -3.3764  0.080
C12 8.3004 4.4733 -0.9027  -0.260
C13 8.5284 3.9685 0.5069  -0.251
O12 7.3188 3.4839 1.0527  -0.072
O13 7.2968 5.4805 -0.9076  -0.085
H29 9.2117 4.9052 -1.3218  0.111
H30 7.9794 3.6407 -1.5430  0.114
H31 8.8453 4.7948 1.1459  0.119
H32 9.3017 3.1915 0.5238  0.123
H33 7.0884 2.6358 0.6371  0.056
H34 6.6530 5.1878 -0.2471  0.073
C14 -5.2437 2.6423 -0.4621  -0.255
C15 -4.4630 1.7447 0.4723  -0.235
O14 -3.6865 0.8053 -0.2710  -0.079
O15 -6.0884 1.8790 -1.3107  -0.069
H35 -5.8745 3.3289 0.1028  0.119
H36 -4.5488 3.2314 -1.0761  0.117
H37 -5.1475 1.1526 1.0787  0.123
H38 -3.8205 2.3322 1.1344  0.123
H39 -2.9655 1.2820 -0.6961  0.097
H40 -5.5894 1.0853 -1.5403  0.073

Cartesian forces, eV/Å:
C 0.3 -0.1 -0.3
C -0.6 -0.3 0.5
O 0.1 0.1 -0.6
P 0.4 0.0 0.2
O 0.0 -0.2 0.1
C 0.3 0.4 -0.3
C -0.2 -0.2 -0.1
C 0.1 0.1 -0.2
O 0.0 0.2 -0.4
S -0.4 -1.1 -0.2
O -0.1 -0.1 -0.1
O -0.2 -0.1 0.1
O 0.6 1.0 0.3
O -0.1 -0.1 0.2
C -0.1 0.7 -0.1
C 0.3 -0.3 0.0
H 0.2 0.0 0.1
H -0.1 0.1 0.2
H -0.2 -0.1 0.0
H -0.2 0.2 0.0
H 0.2 0.1 -0.2
H -0.1 -0.2 0.0
H -0.3 0.1 0.0
H 0.1 -0.2 -0.1
H 0.1 0.0 0.4
H -0.1 0.2 0.0
H 0.0 -0.2 0.3
H 0.1 -0.3 0.0
H -0.1 -0.2 0.1
H -0.1 0.1 -0.1
H -0.2 0.1 0.0
H 0.0 0.1 0.1
C 0.3 -0.2 0.0
C 0.0 0.2 -0.2
O 0.0 -0.2 0.1
O -0.1 0.1 0.1
H 0.0 0.0 0.0
H -0.1 0.2 0.0
H 0.0 0.0 0.0
H -0.1 0.0 0.1
H 0.0 0.0 0.0
H 0.0 0.0 0.0
C -0.1 0.2 0.0
C 0.0 0.0 -0.1
O 0.0 0.0 0.1
O 0.0 -0.1 0.0
H 0.0 0.0 0.0
H 0.0 -0.1 0.0
H 0.0 0.0 0.0
H 0.0 0.0 0.1
H 0.0 0.0 0.0
H 0.0 0.0 0.0
C -0.1 0.1 0.0
C -0.1 -0.3 0.1
O 0.0 0.5 -0.3
O 0.0 0.0 0.0
H 0.0 0.0 0.0
H 0.1 0.0 0.0
H 0.1 0.0 0.0
H 0.0 0.1 0.0
H -0.1 -0.2 0.4
H 0.0 0.0 0.0
C 0.0 -0.1 -0.2
C 0.2 0.0 0.0
O -0.2 0.0 -0.1
O 0.0 0.0 0.1
H 0.0 0.0 0.0
H 0.0 0.1 0.1
H 0.0 0.0 0.0
H -0.1 0.0 0.0
H 0.1 -0.1 0.1
H 0.0 0.0 0.0

Its total charge is -1. As for the highest occupied orbital energy: -5.4 eV.



| no. | Kohn-Sham gap (eV) |
| --- | --- |
| 1 | 5.16 |
| 2 | 7.28 |
| 3 | 6.94 |